Here is C27H39BN7O6S4TcTe as an isolated structure in a non-equilibrium geometry from OMol25. Energies are from ωB97M-V with the def2-TZVPD basis set.

Structure (XYZ):
```
86
Properties=species:S:1:pos:R:3:forces:R:3
Tc -0.578 -0.831 0.955 1.165 0.195 -0.797
C -4.307 4.049 2.233 0.061 -0.027 -0.084
C -3.192 3.087 2.647 -0.030 0.006 0.112
C -3.746 1.666 2.626 0.074 -0.087 -0.029
C -2.720 3.484 4.048 0.076 0.012 -0.057
N -2.056 3.208 1.683 -0.052 0.005 -0.049
C -2.065 4.050 0.576 -0.121 -0.077 0.173
C -0.898 3.885 -0.059 0.230 -0.058 0.018
N -0.159 2.946 0.633 0.039 0.170 0.137
B 1.253 2.611 0.110 0.010 -0.206 -0.017
N 1.189 1.886 -1.260 0.045 0.181 0.035
C 2.217 2.050 -2.162 -0.009 0.046 0.121
C 1.920 1.346 -3.265 -0.024 -0.171 -0.051
N 0.698 0.728 -3.040 -0.062 0.068 -0.175
C 0.260 1.066 -1.792 -0.026 -0.134 0.084
S -1.192 0.536 -1.030 -0.040 0.279 -0.616
C -0.008 -0.121 -4.046 0.015 -0.006 0.037
C 0.867 -0.242 -5.293 0.069 0.048 0.004
C -1.327 0.547 -4.435 0.001 0.077 0.041
C -0.227 -1.521 -3.484 0.028 -0.010 0.045
N 2.160 1.864 1.119 0.041 0.015 -0.037
C 2.825 2.597 2.076 -0.068 0.042 -0.155
C 3.545 1.750 2.827 -0.022 -0.229 0.063
N 3.317 0.470 2.335 0.063 0.006 0.060
C 2.448 0.554 1.288 0.033 0.298 0.137
S 1.818 -0.754 0.342 -0.076 -0.025 0.182
C 3.992 -0.759 2.863 -0.042 -0.079 -0.028
C 2.956 -1.791 3.310 0.025 0.075 -0.049
C 4.904 -1.321 1.773 0.000 0.009 -0.030
C 4.844 -0.380 4.073 -0.024 0.096 0.001
C -0.873 2.516 1.702 -0.171 0.370 -0.343
S -0.382 1.337 2.834 -0.132 -0.824 -0.665
H -5.114 3.950 2.959 0.009 0.005 -0.001
H -4.711 3.797 1.250 0.009 0.018 0.036
H -3.973 5.089 2.235 -0.025 -0.011 -0.003
H -4.622 1.606 3.277 0.022 0.044 -0.017
H -3.005 0.946 2.966 -0.083 0.062 -0.020
H -4.036 1.377 1.614 -0.008 0.026 0.063
H -3.558 3.397 4.744 0.038 0.019 -0.028
H -2.364 4.519 4.051 -0.026 -0.031 0.016
H -1.916 2.832 4.383 -0.022 -0.003 0.005
H -2.891 4.684 0.321 -0.012 -0.032 0.057
H -0.524 4.353 -0.956 -0.009 -0.072 0.078
H 1.810 3.670 -0.105 -0.019 -0.019 -0.001
H 3.078 2.655 -1.934 -0.064 -0.020 0.016
H 2.493 1.213 -4.163 -0.082 0.028 0.013
H 1.049 0.728 -5.762 -0.001 -0.049 0.003
H 0.341 -0.871 -6.011 -0.002 0.010 0.012
H 1.822 -0.721 -5.064 -0.046 0.014 -0.036
H -1.137 1.531 -4.874 -0.019 -0.055 0.002
H -1.969 0.667 -3.564 0.009 -0.029 -0.026
H -1.846 -0.072 -5.171 0.034 0.014 0.024
H 0.710 -1.922 -3.091 -0.018 0.009 -0.031
H -0.588 -2.182 -4.276 0.031 0.031 0.021
H -0.955 -1.518 -2.678 0.015 0.068 0.038
H 2.722 3.667 2.142 -0.025 -0.100 -0.022
H 4.162 1.953 3.680 0.023 -0.053 -0.043
H 2.479 -2.261 2.456 -0.024 0.033 0.033
H 2.173 -1.328 3.912 -0.005 -0.046 -0.020
H 3.445 -2.565 3.906 0.008 0.054 -0.035
H 4.322 -1.578 0.888 0.035 -0.004 0.022
H 5.395 -2.225 2.142 -0.024 0.058 -0.013
H 5.671 -0.590 1.499 -0.022 -0.039 0.007
H 4.232 0.029 4.879 0.031 -0.019 -0.016
H 5.633 0.332 3.818 -0.023 -0.017 0.015
H 5.319 -1.288 4.443 -0.007 0.009 -0.017
O -2.770 -3.046 1.889 -0.143 0.032 -0.075
S -3.340 -2.049 0.984 -1.017 0.123 0.761
O -4.773 -1.950 0.993 0.235 0.184 -0.256
O -2.680 -0.725 1.169 -0.213 -0.394 -0.003
O -2.882 -2.547 -0.447 0.026 -0.692 0.117
Te -1.178 -3.603 -0.044 -0.088 0.928 -0.378
C -1.246 -4.175 -2.115 0.265 0.002 0.016
C -2.378 -4.045 -2.914 -0.107 0.056 0.134
C -2.377 -4.529 -4.217 0.064 -0.053 0.030
C -1.250 -5.151 -4.738 -0.005 0.044 0.015
C -0.121 -5.297 -3.942 0.000 0.001 0.021
C -0.124 -4.815 -2.640 0.018 0.066 0.149
H -3.256 -3.556 -2.513 0.021 -0.010 -0.055
H -3.267 -4.424 -4.826 -0.005 0.029 -0.001
H -1.249 -5.518 -5.758 -0.011 -0.012 0.025
H 0.762 -5.786 -4.336 -0.004 0.020 0.012
H 0.765 -4.928 -2.022 -0.020 -0.024 -0.112
O 0.353 -3.331 3.951 0.114 -0.293 0.524
N 0.036 -3.087 2.819 -0.173 -0.092 -0.864
O -0.155 -1.826 2.603 0.268 0.113 1.741
```
Forces are in eV/Å.

Properties
- <S²>: 0.760
- ΔE to the lowest compared entry with this formula, charge and spin: 10.3 kcal/mol
- Net charge: -1
- HOMO energy (spin up / spin down): -3.78 / -3.45 eV
- HOMO-LUMO gap (spin up / spin down): 6.0593 / 5.7415 eV
- Multiplicity: 2
- LUMO energy (spin up / spin down): 2.28 / 2.29 eV

Atom charges from the Mulliken analysis, given in e for atoms 1 to 2: 1.87, -2.24